(1)
Formula: C5H9NO
Source: the OMol25 dataset
Level of theory: ωB97M-V/def2-TZVPD

The geometry in XYZ format:
```
16
Properties=species:S:1:pos:R:3:forces:R:3:nbo_charge:R:1
H 0.77765 1.64688 -0.39358 0.116 -0.096 0.194 0.213
C -0.21752 1.24763 -0.27387 0.039 0.346 -0.166 -0.023
H 1.93794 0.17513 0.41404 -0.039 -0.131 0.557 0.225
O -0.30250 -0.74620 2.51784 -0.066 0.399 -0.337 -0.565
H -1.10090 -0.66572 -1.53309 1.414 -0.097 -0.138 -0.079
C -1.04156 1.29900 -1.36034 0.305 -0.075 0.109 -0.427
H -1.60026 1.27391 1.37495 0.162 0.024 -0.012 0.410
C 1.06938 -0.45645 0.57501 0.128 -0.203 0.157 -0.272
C -0.04035 -0.09888 1.52897 -0.084 0.123 0.251 0.660
C 1.09835 -1.77372 0.16869 -0.344 0.185 -0.150 -0.473
H 2.08575 -2.26053 0.21315 -0.464 0.179 -1.303 0.238
H 0.31240 -1.55767 -1.33896 -1.027 0.483 0.922 0.061
N -0.68657 0.99846 1.03993 0.122 0.215 0.232 -0.644
H -0.56729 1.56491 -2.29996 -0.125 -0.067 0.057 0.220
H -2.03033 1.75044 -1.20436 -0.189 -1.284 -0.236 0.224
H 0.30580 -2.39718 0.57160 0.051 0.000 -0.137 0.232
```
Forces are in eV/Å.

Output
E_HOMO	-8.039	eV
gap between HOMO and LUMO	7.760	eV
total energy	-8861.5008	eV

=====

(2)
Formula: C4H8NO3
Source: the OMol25 dataset
Level of theory: ωB97M-V/def2-TZVPD

The geometry in XYZ format:
```
16
Properties=species:S:1:pos:R:3:forces:R:3:nbo_charge:R:1
O -0.00511 2.42240 -1.18962 0.000 0.144 0.388 -0.780
H -1.49633 4.05799 -0.13917 0.053 0.234 0.596 0.205
C 1.54678 -1.54477 0.05817 2.158 -0.260 0.918 0.664
H -0.53688 -1.27832 -0.23722 0.307 0.357 0.373 0.307
C -1.87200 3.07930 0.13185 -0.461 -1.310 -0.663 -0.747
H 2.20405 -3.12906 1.26513 0.085 -0.204 0.033 0.370
H -0.07981 -2.71876 -0.92700 1.179 0.449 0.291 0.238
H -2.93383 2.97131 -0.10977 -0.001 0.257 0.026 0.193
O 1.94047 -0.50901 -0.41084 -0.493 0.177 -0.588 -0.553
H 3.45392 -2.03934 0.76908 -0.077 0.208 -0.021 0.392
N 2.48457 -2.29460 0.79068 -1.125 -0.337 -0.187 -0.863
C -1.12274 2.05150 -0.76682 0.353 0.234 -1.173 0.759
O -1.72350 0.99835 -1.09806 -0.307 -0.194 0.655 -0.821
H -0.26211 -2.71727 0.73510 0.636 0.188 0.772 0.210
H -1.77378 2.73747 1.16226 0.280 0.555 0.205 0.196
C 0.17629 -2.08721 -0.03377 -2.586 -0.499 -1.624 -0.771
```
Forces are in eV/Å.

Output
E_HOMO	-3.460	eV
gap between HOMO and LUMO	6.845	eV
net charge	-1
total energy	-11911.6751	eV

=====

(3)
Formula: C43H36BrCdN12O3S
Source: the OMol25 dataset
Level of theory: ωB97M-V/def2-TZVPD

The geometry in XYZ format:
```
97
Properties=species:S:1:pos:R:3:forces:R:3:lowdin_charge:R:1
C -2.07348 -2.30336 3.30385 0.067 -0.021 -0.068 -0.019
H -0.83862 -0.62202 -2.79307 0.009 0.004 -0.017 0.102
H -2.86665 -3.93502 -3.41785 0.002 -0.004 -0.003 0.100
H 1.80911 -3.33831 -3.40500 0.005 -0.007 0.004 0.108
C 1.43757 5.51360 0.72811 -0.018 -0.006 -0.029 -0.274
H 2.44380 4.30554 -2.16945 -0.003 -0.010 0.005 0.094
C -0.21587 -3.07769 0.52446 -0.188 0.035 -0.058 -0.330
C -0.65179 -5.17556 -0.97836 -0.004 0.010 -0.004 -0.017
H 1.62647 2.67230 -3.85788 0.003 -0.005 0.003 0.097
N 0.51500 -1.91364 0.32124 0.253 -0.220 0.129 0.053
H -1.33995 -5.65624 -0.29512 0.006 0.002 -0.004 0.114
H 3.79157 -0.34397 4.78209 -0.011 -0.007 0.012 0.104
H 0.57718 5.32552 1.36672 0.001 -0.013 0.007 0.066
C -2.95726 1.06854 2.86920 -0.032 0.195 0.009 -0.116
C 0.90657 0.98968 5.40524 0.028 -0.006 0.008 -0.075
C -0.92808 -2.03520 5.38430 -0.100 0.039 0.013 -0.102
C 0.27226 0.75437 4.19141 -0.017 -0.087 0.021 -0.231
C -4.03355 -2.20639 -0.74669 -0.015 -0.021 0.030 -0.110
C -2.08003 -1.87847 4.61115 0.065 -0.103 0.063 -0.096
C -5.32580 -2.71689 -0.69994 -0.013 0.005 0.009 -0.073
C 2.72435 5.34942 1.52440 0.024 -0.004 0.005 -0.090
N 0.77862 2.77947 -1.56338 -0.046 0.034 0.039 0.102
H -2.15590 -2.23545 -1.73974 0.004 -0.019 -0.003 0.097
O -0.58525 0.95412 -1.06738 0.020 -0.016 -0.057 -0.125
H -5.17449 -4.85125 -3.33683 -0.005 0.003 0.003 0.091
H 2.63376 -0.75789 2.56908 0.006 0.033 0.013 0.102
C 0.55639 -5.08398 -3.08032 0.001 0.000 -0.001 -0.090
H 1.35284 6.53615 0.34874 0.005 0.006 0.005 0.112
H 4.75130 2.17984 -2.31224 0.000 0.007 0.001 0.102
C 1.16909 1.73167 -4.13475 -0.013 0.009 -0.028 -0.045
N 1.36761 4.62578 -0.42000 0.017 0.001 -0.001 -0.140
H -0.47621 -1.64101 -5.03561 0.002 0.001 -0.004 0.098
C 1.95032 5.13014 -1.65860 0.004 -0.015 0.017 -0.232
C -4.84766 -4.11028 -2.61995 0.022 0.007 -0.001 -0.144
C 0.37030 1.07997 -3.20171 -0.042 0.041 -0.013 -0.141
N -0.92500 -3.44199 1.51850 0.281 -0.081 0.116 0.179
C 1.19543 -2.04510 -0.86457 -0.093 0.021 0.001 -0.315
N 2.16024 0.60999 5.61649 -0.015 0.009 -0.012 0.088
H 4.50619 3.00736 0.05705 0.001 0.006 0.004 0.092
C -5.71007 -3.65991 -1.63401 0.004 0.006 0.000 -0.680
Cd -0.30806 0.03725 1.01706 -0.059 0.317 -0.522 1.364
C 0.80363 3.38684 -0.37139 0.063 -0.049 -0.099 -0.731
C -0.22336 -0.13230 -3.53744 0.010 0.016 0.005 -0.021
C -3.15688 -2.64585 -1.72934 0.012 0.014 0.008 -0.019
N -3.16151 1.45141 4.13656 -0.033 -0.127 0.062 0.039
N 2.06569 -1.31966 -1.48235 0.000 0.056 -0.005 0.160
H 0.95375 -0.47906 -6.69232 0.002 0.001 0.000 0.093
C -3.58543 -1.17726 0.28909 -0.043 0.078 -0.101 -0.636
C 3.45775 0.51609 -1.96759 0.023 -0.029 0.016 -0.029
N 0.90574 0.15497 3.18975 0.008 -0.043 -0.009 0.072
S 0.29165 2.79662 1.15495 -0.188 0.012 0.098 0.624
C -1.14419 1.04741 3.94399 0.081 0.204 -0.093 -0.369
H 3.51500 0.10708 -2.96654 -0.002 0.004 0.007 0.108
H 3.01796 1.76609 1.57354 -0.013 -0.039 0.032 0.071
H -2.94402 -2.21328 2.66911 -0.030 0.038 -0.016 0.100
N 2.50385 0.30493 0.22027 -0.035 0.028 -0.024 0.095
C -0.32028 -5.73279 -2.20778 -0.007 -0.006 -0.006 -0.092
H 1.09933 -2.72571 5.34070 -0.018 0.005 -0.020 0.099
C -3.56068 -3.59066 -2.66091 0.009 0.001 0.009 -0.073
H 2.75635 6.05753 2.35551 0.000 -0.009 -0.006 0.070
H 0.78953 -5.54371 -4.03340 -0.002 0.003 -0.001 0.093
N -2.01202 1.42996 4.85012 -0.048 0.035 -0.004 0.131
H 0.39338 6.58343 -2.06594 0.008 -0.007 -0.001 0.068
H 0.37835 1.48233 6.21228 0.013 0.003 -0.004 0.114
N -1.67614 0.83459 2.71575 -0.081 -0.221 0.207 0.035
H 1.40311 6.19078 -3.46488 0.001 -0.006 0.011 0.069
C 2.64878 -0.15388 -1.02853 -0.010 -0.055 0.066 -0.345
C 0.15035 1.62326 -1.80999 0.105 -0.091 0.035 -0.471
H 2.71715 5.85638 -1.37600 -0.004 0.012 0.001 0.110
N 0.22105 -2.98369 3.50148 0.015 -0.035 0.042 0.127
C -0.08312 -3.95585 -0.66554 -0.097 0.023 0.006 -0.118
C 1.37821 1.17311 -5.38774 -0.007 0.013 0.016 -0.096
O -2.38085 -0.83327 0.20628 0.106 -0.004 0.206 -0.122
H 0.19353 5.02774 -2.89043 0.003 0.002 0.007 0.067
C -0.89247 -2.85922 2.77591 -0.207 0.076 -0.034 -0.354
C 2.15074 -0.24835 3.39471 0.031 0.024 0.006 -0.125
C 0.17911 -2.59140 4.77696 0.074 0.001 -0.069 -0.182
C 0.78773 -0.04101 -5.71526 -0.006 -0.013 0.012 -0.101
C -0.01625 -0.69186 -4.78829 -0.002 0.001 0.001 -0.080
C 4.00036 2.11591 -0.28832 0.006 -0.004 -0.034 -0.088
O -4.44520 -0.77334 1.09876 0.063 -0.011 0.053 -0.048
H -2.97363 -1.43015 5.02986 0.007 -0.021 0.028 0.102
C 4.13060 1.65320 -1.59657 0.006 -0.006 -0.001 -0.082
H 2.77578 4.33750 1.92610 0.001 0.002 0.006 0.046
Br -7.48007 -4.37031 -1.56884 0.000 0.002 0.000 0.675
C 1.13049 -3.86277 -2.74468 -0.011 -0.002 -0.002 -0.018
C 3.17448 1.41118 0.56082 0.012 -0.038 0.046 -0.208
H -3.72969 0.91875 2.12603 0.025 -0.107 -0.060 0.117
H -5.99891 -2.36303 0.06821 0.002 -0.002 0.002 0.106
H -0.75379 -6.68134 -2.50156 0.002 0.005 0.002 0.096
H 3.60148 5.52208 0.89585 -0.009 0.001 0.001 0.064
C 0.78757 -3.32034 -1.52024 0.037 0.035 -0.033 -0.114
H 2.00448 1.68372 -6.10963 -0.001 -0.001 -0.003 0.093
C 0.92175 5.77478 -2.57650 -0.016 0.012 -0.013 -0.080
H -0.88824 -1.72652 6.42079 -0.021 -0.003 -0.006 0.097
C 2.77235 -0.01736 4.61392 0.004 0.001 -0.030 -0.115
H -4.03661 1.63521 4.59404 0.006 0.075 -0.008 0.153
```
Forces are in eV/Å.

Output
E_HOMO	-5.324	eV
gap between HOMO and LUMO	7.374	eV
net charge	-1
total energy	-154647.8569	eV

=====

(4)
Formula: C14H21IMnO3
Source: the OMol25 dataset
Level of theory: ωB97M-V/def2-TZVPD

The geometry in XYZ format:
```
40
Properties=species:S:1:pos:R:3:forces:R:3:nbo_charge:R:1
H 1.38463 0.09893 -1.59331 -0.109 -0.232 -0.134 0.199
H 5.51277 -1.63296 0.80215 -0.036 -0.239 0.217 0.202
C 1.57577 1.02697 -1.06798 0.257 0.947 0.759 -0.406
C -3.06355 0.35040 2.29091 1.322 -1.098 -1.270 0.839
H 2.55220 -1.31650 -0.17121 -0.180 -0.215 0.050 0.189
C 2.45516 0.80395 0.17332 -0.290 -0.733 -0.026 -0.391
O -0.17660 1.66157 2.38377 -2.145 -1.976 -0.721 -0.377
H 0.11618 2.51145 -1.51996 -0.215 0.248 -0.126 0.228
H 4.38260 -1.23676 -1.48145 -0.020 0.069 -0.468 0.205
C -2.89304 0.26904 0.83962 -0.858 0.416 -0.099 -0.112
C 4.48691 -0.48352 -0.71119 -0.400 -0.764 0.681 -0.402
H -3.47391 -2.25746 0.48821 0.218 -0.066 0.257 0.214
I -4.53643 1.04314 -1.63940 -0.071 0.063 0.122 0.194
H -1.67577 1.25483 -1.45308 -0.559 -0.181 -0.043 0.278
C 0.27238 1.78180 -0.73728 0.000 -0.523 -0.670 -0.396
H -4.89788 -0.20604 0.64644 -0.285 0.232 0.066 0.234
H -1.99903 -1.70159 -1.49456 0.268 0.290 -0.159 0.198
C -4.02503 -0.22342 0.00864 0.099 -0.241 0.079 -0.374
O -1.90856 0.18196 2.86573 -0.251 1.440 1.637 -0.472
H 2.13404 1.67639 -1.72850 0.157 -0.098 -0.463 0.228
C 3.21144 -0.52236 0.16654 0.410 0.678 -0.255 -0.392
H -2.99388 -3.08070 -1.72868 -0.005 -0.258 -0.091 0.246
C 5.72736 -0.84103 0.09884 0.181 0.273 -0.387 -0.602
H 1.84787 0.84489 1.07465 -0.214 0.005 0.148 0.175
Mn -4.66983 1.88281 4.29533 0.355 -1.080 -0.768 1.839
H 6.52655 -1.18491 -0.54681 0.193 -0.057 -0.133 0.220
H 4.58037 0.49485 -1.16023 0.139 0.210 -0.333 0.197
H -4.86016 -2.07146 -0.53235 -0.211 -0.193 -0.066 0.235
O -4.11009 0.55631 2.95946 -1.004 1.012 1.179 -0.849
H -3.46982 -1.61586 -2.51432 -0.025 0.347 -0.196 0.234
C -1.63479 0.71195 0.58301 -0.534 -0.821 0.388 0.076
C -1.03506 0.95762 1.94164 2.708 1.539 -0.227 0.747
H 0.38440 2.33851 0.18132 0.033 0.143 0.217 0.215
H -0.65324 -0.10207 -1.09869 -0.221 -0.484 0.101 0.277
C -3.02905 -2.00376 -1.61012 0.158 -0.723 0.444 -0.622
H 3.16897 1.61384 0.26303 0.144 0.270 0.075 0.216
H 6.11448 0.01598 0.63564 0.006 0.173 0.308 0.207
C -3.84861 -1.71492 -0.37317 -0.470 0.538 -0.534 -0.407
C -0.98444 0.85838 -0.72201 1.418 1.273 0.174 -0.496
H 3.50468 -0.74027 1.18606 0.037 -0.184 0.269 0.205
```
Forces are in eV/Å.

Output
<S²>	8.75
E_HOMO (alpha / beta)	-14.575 / -14.575	eV
gap between HOMO and LUMO (alpha / beta)	2.830 / 2.755	eV
net charge	+2
total energy	-60401.4361	eV
spin multiplicity	6

=====

(5)
Formula: C5H9P
Source: the OMol25 dataset
Level of theory: ωB97M-V/def2-TZVPD

The geometry in XYZ format:
```
15
Properties=species:S:1:pos:R:3:forces:R:3:nbo_charge:R:1
H 0.21585 -0.50508 -1.27211 -0.103 0.408 0.221 0.223
C 2.36620 1.12929 -0.32359 -0.755 2.187 0.734 -0.872
H -2.42937 2.17344 0.33214 -0.345 -0.385 0.712 0.209
C -1.96383 1.28136 -0.06370 2.514 -0.074 -0.812 -0.439
C -0.25701 -2.06312 0.10164 -1.767 0.063 2.268 -0.640
P 1.99288 -0.31253 0.37446 -0.420 -0.333 -0.024 0.715
C 0.22394 -0.62460 -0.18040 -2.729 2.099 0.205 -0.541
H 1.62853 1.85907 -0.74332 0.416 -1.088 -0.105 0.224
H -1.30345 -2.40414 -0.24845 1.838 0.906 -0.423 0.230
H -2.06457 1.22381 -1.14091 -0.265 -0.373 -0.112 0.191
H 0.54644 -2.74727 -0.19232 -0.444 -0.195 0.128 0.218
H -0.49111 -2.15556 1.22476 1.017 -0.067 -1.277 0.209
H -0.77918 0.76033 1.59401 0.342 0.109 -0.119 0.182
C -0.91553 0.66042 0.51903 0.631 -2.350 -0.973 -0.138
H 3.23021 1.72461 0.01876 0.069 -0.907 -0.421 0.229
```
Forces are in eV/Å.

Output
E_HOMO	-9.456	eV
gap between HOMO and LUMO	9.628	eV
total energy	-14616.1180	eV
structure (SMILES)	C=C[C@H](C)P=C

=====

(6)
Formula: CH2Cl2N2
Source: the OMol25 dataset
Level of theory: ωB97M-V/def2-TZVPD

The geometry in XYZ format:
```
7
Properties=species:S:1:pos:R:3:forces:R:3:nbo_charge:R:1
Cl 1.05215 1.08760 -1.40655 -0.244 -0.393 -0.207 0.089
C -0.53941 0.10639 0.60699 2.008 -1.316 -4.029 0.329
N 0.51505 -0.21961 1.10886 0.074 0.279 0.331 -0.574
N -0.31328 -0.00026 -1.24863 -1.022 0.726 1.807 -0.525
Cl 0.10480 -1.56508 -1.93842 -0.048 0.566 0.927 0.101
H -1.48698 0.53037 0.82328 -0.750 0.349 0.037 0.203
H 0.66767 0.06059 2.05447 -0.018 -0.212 1.134 0.377
```
Forces are in eV/Å.

Output
E_HOMO	-9.076	eV
gap between HOMO and LUMO	9.280	eV
total energy	-29090.1790	eV

=====

Question: Which of these has the highest total energy?
Answer: C5H9NO